# 1
Below is a molecular structure, C27H57Cl2N3O12V in a non-equilibrium geometry, with properties calculated with ωB97M-V/def2-TZVPD.

ORCA input file:
```
! RIJCOSX wB97M-V def2-TZVPD def2/J DEFGRID3
* xyz 0 2
Cl 3.762 -2.144 -0.829
C -3.403 2.995 -1.966
H -3.231 6.240 -1.409
H -0.215 4.066 -1.805
H 5.963 -0.413 3.695
O 2.843 -1.131 -1.408
C 3.517 2.492 1.971
H 3.812 -0.273 0.878
H -0.712 3.117 -0.354
H -3.080 6.017 -3.789
H -1.770 4.798 1.571
H -4.081 -3.174 -2.375
H 4.381 2.605 2.614
C -1.077 -4.313 -3.797
C 3.610 0.161 4.882
C -2.501 -4.429 -0.520
H -1.638 4.852 -3.659
O 0.652 -2.957 4.028
H 4.148 -2.155 4.304
H -3.099 -4.347 -4.528
H 0.987 1.556 0.755
H 1.274 1.498 4.372
C 5.244 0.011 2.966
C -2.445 -1.843 -0.616
H -5.501 2.882 -1.396
H -3.961 2.862 0.640
C -2.017 4.794 -0.715
H 0.324 1.215 2.331
H -0.797 -6.043 -1.574
H -1.944 1.672 -1.196
Cl -0.072 -2.807 2.855
H -2.215 -1.822 0.452
H -4.525 1.365 -1.126
H 3.762 2.083 1.017
H 0.677 -6.112 -2.391
C -4.696 2.231 -1.726
H 0.616 -5.311 -0.889
N -3.213 3.854 -0.740
O -1.225 -1.983 2.968
H -1.840 -1.081 -1.065
H 5.650 -0.404 2.070
H 0.776 2.901 1.956
H -2.989 -5.145 -3.032
O 4.807 -1.479 -0.022
H -0.050 -3.491 0.231
H 4.150 -2.303 2.503
C -2.299 5.816 -1.785
H 0.029 4.763 -0.277
H 4.486 -0.247 5.444
C -3.529 3.928 -3.207
H -0.760 -5.220 -4.355
C 3.696 -1.811 3.386
C -2.994 -3.208 -2.595
H 3.035 1.923 5.938
O 2.905 -2.892 0.066
H -2.440 -5.352 -1.070
H 1.185 -2.553 -2.961
C -0.123 -4.154 -2.565
C 1.241 -3.606 -2.975
H -1.401 2.240 -2.694
H -4.615 4.162 -3.210
H 2.009 3.014 3.911
H -5.054 1.920 -2.760
C -0.634 4.094 -0.807
V 1.262 -1.406 0.153
C 3.835 -0.307 3.426
O -3.039 2.947 0.297
H -2.726 1.083 -2.687
C 2.417 1.619 2.565
H -1.581 6.408 0.743
H 3.085 3.477 1.755
H 4.253 2.224 4.663
H 1.547 -3.922 -3.928
H 2.666 -2.133 3.343
H 2.731 -0.313 5.189
H -1.547 6.664 -1.880
H -3.120 5.709 1.075
C -2.602 5.193 -3.221
O 0.787 -2.031 1.942
H -2.756 -2.220 -3.022
H -1.844 -4.671 0.355
C -2.315 1.970 -2.154
N 2.732 0.178 2.572
H -0.865 -3.396 -4.418
C 0.064 -5.445 -1.843
H 2.051 -3.933 -2.303
O 4.244 -2.914 -1.893
O 0.469 -0.277 -0.500
H -3.540 -4.363 -0.147
H -3.457 -1.446 -0.564
H -3.256 3.425 -4.121
C 3.326 1.644 4.915
C -2.614 -4.292 -3.564
O 0.140 -2.879 -0.486
H 5.530 1.036 3.044
N -0.719 -3.141 -1.708
C 2.157 1.946 3.989
C -2.073 5.449 0.744
C 1.074 1.822 1.836
C -2.177 -3.205 -1.286
O -0.442 -4.087 2.255
O 2.911 -0.340 1.246
*
```

E_tot, eV: -108678.259
E_HOMO (spin up / spin down), eV: -8.6 / -8.6
HOMO-LUMO gap (spin up / spin down), Eh: 0.3058 / 0.3095
Expectation value of S²: 0.76
E_LUMO (spin up / spin down), eV: -0.294 / -0.195


# 2
Below is a molecular structure, C27H57ClOP2PtSi2 in a non-equilibrium geometry, with properties calculated with ωB97M-V/def2-TZVPD.

ORCA input file:
```
! RIJCOSX wB97M-V def2-TZVPD def2/J DEFGRID3
* xyz 0 5
C -2.394 -2.011 2.827
H 0.315 -3.058 3.820
C -3.297 0.338 2.461
H 1.308 3.480 2.187
H -3.341 -1.499 -2.103
C -2.365 -4.275 -0.483
H 1.077 5.623 -1.276
H 4.424 2.494 0.188
P 1.169 1.206 1.701
H 0.706 3.664 4.581
H -2.883 0.511 -4.648
H -3.254 -4.638 -1.017
C -2.465 -1.376 -1.439
C 0.688 -3.245 0.417
H -1.452 -0.133 3.329
H -0.833 4.219 2.731
H 4.508 -1.106 2.186
C 3.861 1.697 2.550
C -1.185 -3.689 -3.250
H -0.097 5.215 -2.670
C -2.144 -0.289 -4.521
H 4.301 -1.914 3.770
H -4.084 -0.004 1.768
H 0.258 -4.070 0.991
C 0.853 5.026 -2.165
C -0.325 1.287 -4.036
H 0.580 1.508 -3.467
H -4.050 3.155 -0.902
H -1.632 -0.395 -5.488
C 1.399 -3.199 3.689
O -1.298 -0.576 1.295
H -0.043 1.046 -5.073
C 0.677 2.722 2.679
H 2.052 2.549 4.384
H -0.942 2.192 -4.070
H -2.783 -2.096 3.854
Si -1.481 -3.010 -1.546
H -2.092 -4.161 -3.649
H 4.379 -2.878 2.275
H -0.416 -4.470 -3.161
C 4.019 -1.934 2.711
H 4.906 1.725 2.199
H 3.219 0.418 0.922
H 1.886 -3.128 4.674
H 2.981 3.467 0.551
H -1.523 -2.679 2.740
H -1.711 -5.138 -0.290
C -3.450 2.273 -0.617
C 0.993 2.694 4.167
C 2.972 1.415 1.326
H 3.645 2.689 2.972
C 0.253 -2.802 -0.867
C -1.099 0.094 -3.469
C 2.226 -1.738 -0.364
H -1.473 2.620 3.166
C 1.301 -1.981 -1.400
H 3.092 -1.088 -0.406
C 1.775 -2.432 0.807
H 0.408 1.928 4.684
H 2.907 2.212 -0.723
C -0.783 3.141 2.481
C -3.197 1.469 -1.890
H -3.180 -2.403 2.155
H -2.514 2.620 -0.154
C 3.322 2.462 0.260
H 3.800 0.934 3.338
H -2.675 -3.868 0.490
H -2.848 -1.292 -0.403
C 1.343 -0.222 2.876
Si 2.173 -1.914 2.556
H -3.725 0.337 3.476
C -2.062 -0.547 2.469
H -4.896 0.126 -1.624
H 1.566 -4.211 3.290
H 0.286 -0.491 3.080
H 1.717 4.805 -2.826
H -4.027 1.721 0.146
H -2.837 2.165 -2.670
H -3.055 1.375 2.226
H -0.818 -2.941 -3.962
H -2.659 -1.233 -4.325
H 1.318 -1.551 -2.393
H -4.476 0.386 -3.337
H -5.264 1.668 -2.421
Pt -0.459 1.004 0.061
H 1.752 0.165 3.825
C -4.525 0.859 -2.352
P -1.748 0.297 -1.727
H -0.397 -0.740 -3.330
H -1.132 3.011 1.438
Cl 0.247 2.942 -1.088
*
```

ΔE to the lowest compared entry with this formula, charge and spin, kJ/mol: 99.6
E_tot, eV: -81070.546
E_HOMO (spin up / spin down), eV: -5.1 / -7.7
HOMO-LUMO gap (spin up / spin down), Eh: 0.2103 / 0.2283
Expectation value of S²: 6.03
E_LUMO (spin up / spin down), eV: 0.603 / -1.514


# 3
Below is 5 unconnected molecules or ions with the total composition C27H57N2O4 in a non-equilibrium geometry, with properties calculated with ωB97M-V/def2-TZVPD.

ORCA input file:
```
! RIJCOSX wB97M-V def2-TZVPD def2/J DEFGRID3
* xyz 1 1
H -6.864 -2.355 -0.319
N 2.803 2.098 -0.082
H 4.534 3.275 0.232
H -5.459 -2.807 -6.174
H -1.445 3.175 0.371
H 6.194 0.287 3.618
C -1.653 0.774 4.166
H 9.848 -0.167 3.550
H -8.179 -1.520 -5.552
H 5.539 4.492 -2.696
C -0.279 1.261 4.596
C 4.401 2.731 -1.913
H -5.216 -2.284 1.127
H -3.469 -2.337 1.258
H -1.020 0.311 1.072
C 5.704 3.444 -2.352
H -6.558 -0.715 -0.883
H -8.056 0.298 -6.773
O -1.739 -0.635 4.032
H 6.883 -1.059 2.732
H 9.922 0.960 2.214
O -4.137 -1.926 -0.605
O -6.451 -0.714 -4.743
H -2.429 1.139 4.847
H -0.261 2.352 4.647
C -6.524 -1.768 -1.174
C -6.208 0.373 -5.623
C 7.118 -0.275 3.460
H -4.836 -1.544 -2.464
C 2.367 1.308 -2.311
H 8.878 -0.690 0.682
H -5.132 -4.483 -0.165
H 7.604 1.329 -1.317
H -5.538 0.062 -6.432
H -3.379 -4.472 -0.006
O 8.052 0.643 2.910
C -0.413 1.532 -0.630
H -7.227 1.855 -6.813
H 8.479 -1.454 4.683
H -6.344 -1.787 -7.304
C -4.308 -4.137 0.462
C -6.459 -2.473 -6.464
H -5.084 -3.196 -1.942
H 0.001 0.878 5.578
H -5.665 1.122 -5.043
H 10.362 -1.337 1.412
C -4.308 -2.626 0.619
H -1.589 -2.445 4.918
H -8.116 1.349 -5.363
H 7.749 -0.087 5.515
C -5.120 -2.154 -1.605
H -1.749 -0.210 -0.495
H 1.104 0.433 0.588
H -2.189 -1.734 7.208
H -2.438 1.287 0.388
C 7.560 -0.875 4.783
H 0.484 0.928 3.886
H 7.060 1.961 0.427
H 0.795 -0.204 -1.121
H -7.030 -3.335 -6.814
C 9.341 -1.010 1.619
H 1.759 0.716 -3.024
N 2.123 1.450 -0.989
H 0.238 3.031 0.966
H -1.883 1.192 3.184
H 8.783 -1.873 1.982
H -7.230 -1.930 -1.991
C 3.902 2.729 -0.505
H -0.428 -1.272 5.505
H -0.773 1.656 -1.682
H 6.185 2.887 -3.211
C -1.537 0.685 0.141
C 3.562 1.972 -2.862
C -0.388 2.962 0.043
C -2.415 -1.092 6.354
H -4.403 -4.619 1.436
C -1.474 -1.397 5.202
H -7.253 -2.549 -4.480
H 6.787 -1.538 5.176
H -0.152 3.786 -0.688
C 9.346 0.130 2.625
H -3.451 -1.262 6.054
C -7.474 1.003 -6.177
C 0.910 0.711 -0.476
H -2.336 -0.055 6.684
H 7.100 4.273 -0.645
C -7.160 -1.818 -5.286
C 6.724 3.348 -1.158
H 3.859 1.899 -3.927
C 7.169 2.136 -0.672
*
```

E_tot, eV: -40081.691
E_HOMO, eV: -11.1
HOMO-LUMO gap, Eh: 0.2493
E_LUMO, eV: -4.319


- Which formula does entry 2 have?
  C27H57ClOP2PtSi2